# 1
{
  "formula": "C18H16CrNO4PS6",
  "method": "ωB97M-V/def2-TZVPD",
  "de_lowest_kcal_mol": 14.3,
  "charge": -2,
  "multiplicity": 5,
  "fmax_ev_per_a": 0.71,
  "s_squared": 6.025,
  "e_lumo_ev": [4.3, 4.3],
  "elements": ["Cr", "S", "C", "S", "C", "C", "S", "S", "S", "O", "C", "O", "C", "P", "C", "C", "C", "C", "C", "C", "C", "C", "C", "C", "C", "C", "H", "H", "H", "H", "H", "H", "H", "H", "H", "H", "H", "H", "C", "O", "H", "H", "H", "H", "O", "S", "N"],
  "positions_angstrom": [[0.041, -0.763, 0.587], [-0.093, -4.787, -5.457], [0.170, -3.924, -4.033], [-0.328, -4.459, -2.488], [0.162, -3.079, -1.535], [0.670, -2.039, -2.256], [1.257, -0.508, -1.670], [0.731, -2.312, -3.982], [-0.043, -3.211, 0.193], [2.887, -0.409, 3.686], [2.008, -0.157, 2.862], [1.679, -0.861, 1.858], [1.210, 1.156, 3.096], [0.087, 1.545, 1.697], [-1.463, 2.020, 2.537], [-2.181, 3.169, 2.224], [-3.410, 3.416, 2.817], [-3.947, 2.511, 3.720], [-3.248, 1.349, 4.020], [-2.021, 1.104, 3.428], [0.768, 3.099, 1.043], [0.912, 4.249, 1.816], [1.506, 5.382, 1.285], [1.974, 5.368, -0.022], [1.844, 4.221, -0.795], [1.239, 3.090, -0.267], [1.924, 1.963, 3.272], [0.635, 1.040, 4.016], [-1.787, 3.864, 1.495], [-3.960, 4.312, 2.552], [-4.915, 2.697, 4.170], [-3.668, 0.619, 4.701], [-1.507, 0.173, 3.640], [0.554, 4.258, 2.840], [1.610, 6.274, 1.893], [2.443, 6.252, -0.438], [2.210, 4.203, -1.813], [1.112, 2.200, -0.872], [-2.386, 3.119, -1.457], [-1.545, 2.274, -0.721], [-2.455, 2.819, -2.510], [-1.954, 4.124, -1.418], [-3.401, 3.152, -1.044], [-1.941, 1.390, -0.630], [-4.192, 0.580, -0.248], [-3.406, -0.541, 0.316], [-1.943, -0.512, 0.232]]
}

# 2
{
  "formula": "C18H16MnN7O3S2",
  "method": "ωB97M-V/def2-TZVPD",
  "multiplicity": 5,
  "fmax_ev_per_a": 1.35,
  "s_squared": 6.081,
  "e_lumo_ev": [-1.4, -0.6],
  "elements": ["Mn", "N", "C", "S", "N", "N", "C", "C", "C", "C", "C", "C", "C", "O", "H", "H", "H", "H", "H", "H", "H", "N", "C", "C", "C", "C", "C", "C", "S", "O", "O", "N", "C", "N", "C", "C", "C", "N", "H", "H", "H", "H", "H", "H", "H", "H", "H"],
  "positions_angstrom": [[-1.232, 0.395, -0.283], [-2.778, -1.569, 3.239], [-2.511, -0.754, 2.185], [-1.912, -1.530, 0.726], [-2.724, 0.509, 2.296], [-2.358, 1.243, 1.154], [-3.310, 2.009, 0.728], [-3.183, 2.963, -0.340], [-4.150, 3.979, -0.443], [-4.006, 5.006, -1.341], [-2.870, 5.034, -2.162], [-1.918, 4.044, -2.099], [-2.073, 2.968, -1.210], [-1.199, 1.988, -1.226], [-2.813, -2.559, 3.080], [-3.325, -1.190, 3.994], [-4.282, 1.996, 1.217], [-5.007, 3.947, 0.221], [-4.749, 5.788, -1.405], [-2.740, 5.846, -2.866], [-1.043, 4.048, -2.735], [4.874, -3.892, 3.014], [4.272, -2.848, 2.320], [3.490, -1.909, 2.996], [2.855, -0.898, 2.301], [2.996, -0.816, 0.922], [3.771, -1.742, 0.236], [4.404, -2.753, 0.933], [2.164, 0.454, 0.038], [1.743, 1.447, 0.989], [2.970, 0.827, -1.087], [0.772, -0.235, -0.458], [0.604, -0.902, -1.613], [1.551, -1.569, -2.282], [1.148, -2.224, -3.359], [-0.174, -2.269, -3.794], [-1.086, -1.557, -3.046], [-0.705, -0.860, -1.984], [5.031, -3.726, 3.995], [5.670, -4.312, 2.562], [3.386, -1.977, 4.072], [2.256, -0.159, 2.815], [3.868, -1.658, -0.838], [5.010, -3.479, 0.404], [1.922, -2.756, -3.901], [-0.469, -2.828, -4.668], [-2.139, -1.523, -3.300]]
}

# 3
{
  "formula": "C18H17BFNO4",
  "method": "ωB97M-V/def2-TZVPD",
  "de_lowest_kcal_mol": 51.6,
  "fmax_ev_per_a": 4.63,
  "e_lumo_ev": 0.1,
  "elements": ["O", "C", "C", "C", "C", "C", "C", "C", "C", "N", "C", "C", "C", "C", "O", "C", "C", "F", "C", "C", "C", "C", "B", "O", "O", "H", "H", "H", "H", "H", "H", "H", "H", "H", "H", "H", "H", "H", "H", "H", "H", "H"],
  "positions_angstrom": [[-2.019, 1.833, 0.502], [-0.831, 1.870, 0.325], [-0.008, 3.149, 0.153], [0.869, 3.335, 1.339], [0.360, 2.925, 2.602], [1.228, 3.007, 3.649], [2.485, 3.473, 3.470], [2.923, 4.044, 2.299], [2.135, 3.828, 1.221], [-0.269, 0.580, 0.471], [-1.178, -0.417, 0.979], [-1.961, -1.002, -0.201], [-1.261, -1.189, -1.479], [-1.026, -0.133, -2.380], [-0.619, -0.633, -3.544], [-0.498, -2.010, -3.463], [0.000, -2.902, -4.375], [-0.028, -2.437, -5.724], [0.110, -4.197, -4.014], [-0.359, -4.626, -2.755], [-0.922, -3.751, -1.817], [-0.923, -2.387, -2.186], [-0.268, -1.659, 1.607], [-0.796, -2.857, 2.064], [1.071, -1.428, 1.748], [0.555, 3.127, -0.753], [-0.647, 4.047, 0.041], [-0.637, 2.495, 2.686], [0.926, 2.586, 4.602], [3.136, 3.677, 4.304], [3.922, 4.444, 2.087], [2.489, 4.101, 0.270], [0.706, 0.566, 0.746], [-1.872, 0.046, 1.710], [-2.771, -0.226, -0.364], [-2.552, -1.908, 0.124], [-1.138, 0.904, -2.153], [0.161, -4.955, -4.820], [-0.385, -5.640, -2.497], [-1.485, -4.118, -0.980], [-0.061, -3.466, 2.132], [1.436, -2.097, 2.374]]
}

# 4
{
  "formula": "C18H17BrIrNO7",
  "method": "ωB97M-V/def2-TZVPD",
  "de_lowest_kcal_mol": 60.1,
  "charge": 1,
  "multiplicity": 2,
  "fmax_ev_per_a": 2.22,
  "s_squared": 0.760,
  "e_lumo_ev": [-5.8, -5.8],
  "elements": ["Ir", "N", "C", "C", "O", "O", "H", "H", "H", "H", "C", "O", "C", "C", "C", "C", "C", "C", "O", "C", "O", "C", "H", "H", "H", "H", "H", "H", "H", "H", "H", "Br", "C", "C", "C", "C", "C", "C", "C", "O", "O", "H", "H", "H", "H"],
  "positions_angstrom": [[1.592, -0.030, 0.896], [1.680, -0.515, 3.323], [2.931, -0.584, 3.827], [4.223, -0.335, 2.496], [5.292, -0.577, 2.917], [3.588, 0.047, 1.507], [1.214, 0.375, 3.192], [1.226, -1.331, 2.933], [3.229, -1.555, 4.202], [3.206, 0.249, 4.464], [-3.481, 4.350, 1.481], [-4.050, 3.060, 1.244], [-3.255, 1.999, 1.252], [-3.886, 0.761, 1.001], [-3.143, -0.370, 0.972], [-1.739, -0.351, 1.186], [-0.978, -1.535, 1.140], [-1.616, -2.849, 0.804], [0.270, -1.577, 1.403], [-1.120, 0.890, 1.469], [0.172, 1.022, 1.772], [-1.888, 2.048, 1.488], [-4.309, 5.048, 1.461], [-2.766, 4.607, 0.699], [-2.994, 4.391, 2.456], [-4.955, 0.744, 0.839], [-3.642, -1.315, 0.801], [-2.132, -2.781, -0.154], [-2.339, -3.136, 1.569], [-0.846, -3.613, 0.744], [-1.372, 2.972, 1.711], [0.139, 1.313, -6.403], [0.976, 0.065, -5.258], [1.718, -0.972, -5.802], [2.348, -1.879, -4.957], [2.260, -1.732, -3.585], [1.507, -0.687, -3.059], [0.848, 0.212, -3.892], [1.452, -0.485, -1.606], [0.553, 0.216, -1.055], [2.342, -0.998, -0.837], [1.812, -1.063, -6.876], [2.916, -2.697, -5.382], [2.767, -2.416, -2.916], [0.254, 1.013, -3.472]]
}

# 5
{
  "formula": "C18H17Cl2NO9PPdTe",
  "method": "ωB97M-V/def2-TZVPD",
  "de_lowest_kcal_mol": 14.0,
  "charge": -1,
  "fmax_ev_per_a": 0.45,
  "e_lumo_ev": [1.9, 1.9],
  "elements": ["Pd", "Cl", "C", "C", "C", "Cl", "C", "O", "C", "C", "O", "C", "H", "H", "H", "O", "C", "C", "C", "C", "C", "C", "C", "O", "N", "O", "O", "H", "H", "H", "H", "C", "C", "O", "P", "O", "Te", "O", "C", "C", "H", "H", "H", "H", "H", "H", "H", "H", "H", "H"],
  "positions_angstrom": [[-0.030, -0.234, -0.094], [6.176, -4.790, -0.579], [5.077, -3.433, -0.404], [5.397, -2.413, 0.508], [4.560, -1.350, 0.667], [4.985, -0.094, 1.802], [3.311, -1.200, -0.057], [2.538, -0.242, 0.104], [3.057, -2.265, -1.001], [1.907, -2.236, -1.890], [1.053, -1.368, -2.002], [3.930, -3.354, -1.144], [6.311, -2.472, 1.083], [1.848, -3.125, -2.552], [3.690, -4.133, -1.859], [-1.602, 0.199, -1.752], [-2.698, -0.299, -1.565], [-3.055, -1.425, -0.718], [-4.400, -1.805, -0.806], [-4.876, -2.906, -0.145], [-4.012, -3.699, 0.629], [-2.702, -3.351, 0.738], [-2.154, -2.188, 0.100], [-0.923, -1.948, 0.315], [-6.276, -3.266, -0.260], [-6.655, -4.275, 0.312], [-7.000, -2.564, -0.947], [-3.560, 0.118, -2.119], [-5.081, -1.227, -1.416], [-4.404, -4.571, 1.132], [-2.014, -3.936, 1.333], [3.215, 4.332, 2.020], [2.498, 3.195, 1.339], [1.080, 3.528, 1.292], [0.119, 2.346, 0.839], [0.665, 1.709, -0.416], [-0.176, 0.609, 2.418], [-1.247, 3.112, 0.589], [-1.354, 3.933, -0.598], [-2.517, 4.874, -0.403], [4.284, 4.118, 2.054], [2.856, 4.461, 3.041], [3.067, 5.267, 1.479], [2.619, 2.252, 1.879], [2.845, 3.032, 0.320], [-1.502, 3.266, -1.449], [-0.421, 4.480, -0.748], [-3.442, 4.316, -0.259], [-2.628, 5.512, -1.281], [-2.357, 5.505, 0.471]]
}

# 6
{
  "formula": "C18H17ClF3N5O2",
  "method": "ωB97M-V/def2-TZVPD",
  "de_lowest_kcal_mol": 115.3,
  "fmax_ev_per_a": 6.35,
  "e_lumo_ev": 0.2,
  "elements": ["C", "O", "C", "C", "N", "C", "N", "N", "C", "C", "C", "C", "C", "N", "C", "C", "C", "C", "Cl", "C", "C", "O", "C", "F", "F", "F", "N", "C", "C", "H", "H", "H", "H", "H", "H", "H", "H", "H", "H", "H", "H", "H", "H", "H", "H", "H"],
  "positions_angstrom": [[-5.406, 3.628, 0.788], [-4.302, 2.812, 0.833], [-4.217, 1.673, 0.021], [-3.014, 0.712, 0.087], [-2.455, 1.181, -1.204], [-1.057, 1.555, -1.292], [-0.718, 2.730, -1.852], [0.614, 3.167, -1.962], [1.667, 2.385, -1.544], [3.050, 3.020, -1.712], [1.355, 1.093, -0.986], [2.134, 0.120, -0.520], [3.583, -0.123, -0.478], [1.272, -0.839, -0.121], [1.549, -2.186, 0.148], [1.254, -3.111, -0.894], [1.404, -4.455, -0.660], [1.836, -4.963, 0.511], [1.855, -6.755, 0.794], [2.286, -4.053, 1.419], [2.026, -2.681, 1.330], [2.108, -1.874, 2.444], [1.441, -2.411, 3.615], [1.095, -1.403, 4.339], [0.243, -2.996, 3.405], [2.152, -3.249, 4.406], [-0.016, -0.443, -0.332], [0.051, 0.757, -0.876], [-3.498, 2.069, -1.425], [-5.221, 4.424, 0.098], [-6.356, 2.958, 0.670], [-5.535, 4.022, 1.740], [-5.199, 1.229, -0.170], [-2.479, 0.984, 0.980], [-3.234, -0.328, -0.017], [2.998, 3.747, -2.584], [3.411, 3.582, -0.860], [3.796, 2.184, -1.976], [3.969, -1.103, -0.783], [4.118, 0.589, -1.101], [3.922, -0.067, 0.547], [0.840, -2.697, -1.794], [1.112, -5.219, -1.339], [2.770, -4.409, 2.292], [-3.851, 1.598, -2.336], [-3.357, 3.143, -1.648]]
}

# 7
{
  "formula": "C18H17ClN4O6",
  "method": "ωB97M-V/def2-TZVPD",
  "fmax_ev_per_a": 16.63,
  "e_lumo_ev": -0.6,
  "elements": ["O", "C", "C", "O", "C", "O", "C", "C", "C", "N", "O", "O", "C", "C", "C", "N", "C", "C", "O", "C", "C", "N", "C", "C", "C", "C", "Cl", "C", "N", "H", "H", "H", "H", "H", "H", "H", "H", "H", "H", "H", "H", "H", "H", "H", "H", "H"],
  "positions_angstrom": [[-0.992, -0.368, -1.276], [-1.027, -1.493, -0.917], [-0.028, -2.504, -1.043], [1.168, -1.832, -0.758], [1.437, -0.902, 0.189], [0.485, -0.958, 1.258], [2.592, -0.299, 0.145], [3.612, -1.049, 0.347], [5.023, -0.542, 0.259], [6.034, -1.600, 0.202], [5.844, -2.892, 0.197], [7.147, -1.021, 0.077], [5.181, 0.772, 0.428], [4.171, 1.743, 0.020], [2.916, 1.136, 0.223], [1.850, 1.845, 0.156], [2.120, 3.517, -0.413], [0.869, 3.790, -1.054], [-0.263, 4.096, -0.319], [-0.296, 3.041, 0.679], [0.427, 1.633, 0.448], [-2.169, -1.889, -0.417], [-3.496, -1.366, -0.256], [-3.842, 0.020, -0.675], [-5.075, 0.527, -0.481], [-6.114, -0.446, 0.363], [-7.722, 0.369, 0.387], [-5.745, -1.717, 0.563], [-4.459, -2.295, 0.150], [-0.174, -3.218, 0.050], [0.046, -3.191, -1.811], [3.739, -2.277, 0.142], [6.117, 1.167, 0.534], [4.441, 2.554, 0.492], [2.245, 4.035, 0.527], [2.798, 3.449, -0.995], [0.597, 3.129, -1.657], [0.997, 4.851, -1.564], [-1.278, 2.903, 1.073], [0.242, 3.535, 1.509], [0.354, 1.041, 1.345], [-0.015, 1.469, -0.332], [-2.324, -2.837, 0.009], [-2.969, 0.552, -1.018], [-5.344, 1.728, -0.594], [-6.388, -2.490, 0.832]]
}

# 8
{
  "formula": "C18H17N3O3",
  "method": "ωB97M-V/def2-TZVPD",
  "de_lowest_kcal_mol": 7.2,
  "fmax_ev_per_a": 0.60,
  "e_lumo_ev": 0.7,
  "elements": ["C", "C", "C", "C", "C", "C", "C", "O", "N", "C", "C", "O", "N", "C", "C", "O", "N", "C", "C", "C", "C", "C", "C", "C", "H", "H", "H", "H", "H", "H", "H", "H", "H", "H", "H", "H", "H", "H", "H", "H", "H"],
  "positions_angstrom": [[5.295, 1.935, -0.439], [4.620, 0.710, 0.099], [5.318, -0.172, 0.918], [4.704, -1.299, 1.432], [3.382, -1.568, 1.126], [2.677, -0.713, 0.287], [1.252, -1.024, -0.009], [0.502, -1.538, 0.800], [0.864, -0.751, -1.285], [-0.538, -0.764, -1.631], [-1.057, 0.669, -1.516], [-0.388, 1.600, -1.920], [-2.244, 0.864, -0.879], [-2.587, 2.203, -0.443], [-2.696, 2.282, 1.076], [-2.423, 3.265, 1.722], [-3.176, 1.144, 1.645], [-3.558, 0.014, 0.931], [-4.380, -0.954, 1.490], [-4.755, -2.057, 0.745], [-4.327, -2.191, -0.565], [-3.500, -1.235, -1.130], [-3.090, -0.142, -0.380], [3.298, 0.428, -0.213], [5.787, 2.483, 0.362], [6.056, 1.655, -1.167], [4.579, 2.593, -0.925], [6.350, 0.039, 1.162], [5.255, -1.967, 2.076], [2.881, -2.436, 1.526], [1.457, -0.173, -1.863], [-0.658, -1.128, -2.656], [-1.032, -1.435, -0.927], [-3.549, 2.510, -0.874], [-1.810, 2.889, -0.789], [-3.334, 1.157, 2.645], [-4.717, -0.839, 2.510], [-5.389, -2.810, 1.186], [-4.636, -3.041, -1.152], [-3.174, -1.330, -2.153], [2.743, 1.129, -0.822]]
}

# 9
{
  "formula": "C18H17N3O3S",
  "method": "ωB97M-V/def2-TZVPD",
  "de_lowest_kcal_mol": 76.1,
  "fmax_ev_per_a": 1.40,
  "e_lumo_ev": 0.2,
  "elements": ["C", "C", "O", "C", "C", "C", "C", "C", "C", "N", "C", "O", "C", "S", "C", "C", "C", "C", "C", "C", "C", "C", "O", "N", "N", "H", "H", "H", "H", "H", "H", "H", "H", "H", "H", "H", "H", "H", "H", "H", "H", "H"],
  "positions_angstrom": [[1.366, 0.513, -3.925], [0.059, 0.622, -3.155], [-0.003, -0.478, -2.270], [-0.965, -0.500, -1.304], [-2.025, 0.385, -1.206], [-2.943, 0.261, -0.173], [-2.816, -0.752, 0.757], [-1.762, -1.648, 0.671], [-0.830, -1.525, -0.345], [0.324, -2.309, -0.450], [0.763, -3.263, 0.407], [0.075, -3.841, 1.219], [2.264, -3.508, 0.306], [3.005, -2.800, 1.826], [2.204, -1.230, 1.830], [1.701, -0.695, 3.024], [0.948, 0.446, 2.916], [0.783, 1.000, 1.630], [-0.050, 2.154, 1.401], [-0.231, 2.912, 0.271], [-1.191, 3.889, 0.602], [-1.525, 3.658, 1.903], [-0.841, 2.618, 2.396], [1.379, 0.473, 0.563], [2.062, -0.622, 0.664], [2.202, 0.538, -3.231], [1.455, 1.341, -4.623], [1.397, -0.422, -4.477], [-0.797, 0.599, -3.844], [0.031, 1.561, -2.589], [-2.147, 1.177, -1.928], [-3.760, 0.964, -0.106], [-3.534, -0.850, 1.556], [-1.650, -2.438, 1.395], [0.980, -1.914, -1.114], [2.727, -3.051, -0.565], [2.491, -4.571, 0.363], [1.881, -1.192, 3.964], [0.481, 0.911, 3.770], [0.282, 2.778, -0.658], [-1.579, 4.658, -0.034], [-2.211, 4.150, 2.564]]
}

# 10
{
  "formula": "C18H18Br2N4ORh",
  "method": "ωB97M-V/def2-TZVPD",
  "de_lowest_kcal_mol": 0.4,
  "charge": 3,
  "fmax_ev_per_a": 0.66,
  "e_lumo_ev": -10.6,
  "elements": ["Rh", "C", "C", "C", "C", "N", "C", "C", "C", "C", "C", "C", "N", "C", "C", "C", "C", "C", "N", "H", "H", "H", "H", "H", "H", "H", "H", "H", "H", "H", "Br", "C", "Br", "H", "H", "C", "C", "N", "O", "H", "H", "H", "H", "H"],
  "positions_angstrom": [[0.393, 0.931, -0.049], [-0.583, 1.869, 4.081], [-1.780, 1.193, 4.221], [-2.285, 0.468, 3.143], [-1.584, 0.454, 1.957], [-0.415, 1.146, 1.824], [0.075, 1.824, 2.860], [-2.007, -0.307, 0.754], [-3.173, -1.031, 0.574], [-3.384, -1.659, -0.651], [-2.452, -1.563, -1.681], [-1.297, -0.831, -1.464], [-1.124, -0.257, -0.260], [-0.177, -0.598, -2.408], [-0.109, -1.164, -3.662], [1.010, -0.922, -4.457], [2.031, -0.134, -3.962], [1.899, 0.418, -2.695], [0.822, 0.206, -1.940], [-0.152, 2.431, 4.899], [-2.320, 1.217, 5.158], [-3.212, -0.079, 3.242], [1.014, 2.338, 2.703], [-3.912, -1.102, 1.359], [-4.293, -2.226, -0.808], [-2.637, -2.045, -2.630], [-0.909, -1.792, -4.027], [1.077, -1.355, -5.447], [2.924, 0.064, -4.539], [2.672, 1.047, -2.275], [-0.895, 2.873, -0.996], [0.671, 4.039, -0.829], [2.128, 2.964, -0.116], [0.431, 4.832, -0.131], [0.934, 4.391, -1.819], [3.313, -1.905, 1.513], [1.994, -1.503, 0.949], [1.092, -2.427, 0.684], [1.798, -0.264, 0.756], [3.399, -2.982, 1.637], [3.446, -1.416, 2.478], [4.105, -1.550, 0.853], [1.294, -3.399, 0.867], [0.178, -2.193, 0.333]]
}